1.
Computed, not measured: 10 unconnected molecules or ions with the total composition C31H68N7O13 in a non-equilibrium geometry, with the ωB97M-V functional and the def2-TZVPD basis.

Properties
**LUMO**: 1.9641 eV
**Molar mass**: 746.9 g/mol
**Net charge**: -1
**Gap between HOMO and LUMO**: 0.2685 Ha

Positions of all 119 atoms, in Å:
O 3.454323 -2.397166 2.422691
O -1.003752 1.305450 -4.355668
O -4.262968 4.865449 2.916682
O 0.679939 0.516568 -1.271774
O -0.091616 3.625429 -3.424578
O -1.120325 -2.658094 5.721555
O -6.114850 -1.609536 -0.407153
O 1.635117 1.802033 -4.699488
O 1.214250 -2.327862 -4.192882
O 2.222062 3.275421 1.463578
O -0.133703 -0.610032 6.086702
O 4.716251 -0.460543 3.111373
O -1.269688 -0.380674 -0.640315
N -0.191274 -3.622719 -2.996990
N -2.902741 0.059151 -4.219964
N 4.189996 2.745701 0.509650
N -3.451531 3.297509 1.493673
N 3.683731 1.151293 -4.189206
N -0.166983 4.977694 -1.583201
N -4.568770 -2.780740 0.765570
C 2.371638 1.003311 -4.108326
C 0.280023 -2.399522 -3.389984
C -1.044377 -4.751035 6.835329
C -0.267706 6.236950 -2.314963
C -3.227799 -3.006369 1.216068
C -0.593512 -3.297514 6.857953
C 2.485470 -2.180113 4.621897
C 4.290313 2.268674 -4.914384
C 5.079999 3.075014 1.658984
C 4.165080 -1.235408 2.234830
C 4.347334 -0.890369 0.814433
C 0.423022 -4.906247 -3.476823
C 4.627056 0.241223 -3.489672
C -3.762117 3.759885 2.748225
C -0.045737 -0.040569 -0.458606
C -3.885838 -0.687988 -3.412592
C -1.465548 -0.945181 4.076651
C -0.052160 3.830054 -2.176143
C -3.930433 3.913264 0.212797
C -3.165039 0.259021 -5.648174
C -0.817874 -1.365514 5.387827
C -0.185525 5.038605 -0.138403
C -1.283482 -3.792731 -2.007713
C -1.823268 0.671963 -3.689603
C 0.542690 -0.458226 0.841032
C -4.966789 -1.720740 0.040370
C 3.305216 -2.933960 3.673713
C -2.565153 2.150809 1.389106
C 4.822585 2.303358 -0.748721
C 2.807981 2.864403 0.500066
C -5.489127 -3.979517 0.894157
H 4.993318 1.808427 -5.608692
H -0.994041 5.692728 0.187984
H 2.058564 0.245366 -3.373674
H 3.635902 2.951746 -5.455917
H 0.488087 -3.178343 6.921567
H 5.352962 4.114673 1.478182
H 4.890394 -0.472421 -4.270347
H 1.496338 -2.065834 4.178432
H -4.193160 -0.948130 -0.089070
H 5.314577 1.359710 -0.512971
H -0.958398 -4.428394 -1.184092
H -1.108199 -1.589706 3.273533
H 5.604487 0.542819 -3.113148
H -0.714443 -5.256085 7.743168
H 0.980003 0.357919 1.416151
H -0.306382 6.003723 -3.379022
H 2.444700 -2.668936 5.595283
H 3.806459 0.025603 0.576670
H 4.860164 2.842887 -4.183869
H -5.164223 -4.789344 0.240928
H -5.527421 -4.438505 1.882073
H -4.429680 4.874214 0.337018
H -2.631639 1.029791 -6.204491
H 5.372906 -0.786650 0.460123
H -1.227255 0.088923 3.827767
H 1.243564 -4.768257 -4.180930
H 0.719329 5.514545 0.239527
H 1.458300 -1.026713 0.677998
H -2.993632 -0.742083 -6.043820
H -0.566670 -5.367349 6.073731
H 2.862640 -3.913341 3.491951
H 4.141764 2.134167 -1.582961
H 0.027843 3.077059 -1.376888
H -4.723474 3.254902 -0.141822
H 5.565743 2.995629 -1.144407
H -1.761336 -2.863798 -1.696551
H 2.350998 2.466311 -0.419109
H -1.892950 0.587374 -2.594073
H -1.042714 -2.852013 7.745559
H -3.105696 -3.120502 2.293176
H 3.997439 -0.267060 -2.759380
H -1.212127 6.666817 -1.981214
H 0.871159 -5.471027 -2.659331
H -3.884518 -1.734485 -3.717455
H -2.525475 -2.218453 0.943983
H 0.548476 6.916891 -2.070779
H -0.232496 -1.605322 -2.825392
H -2.811242 -3.919288 0.790431
H 2.869841 -1.183045 4.836920
H -0.261827 -5.529026 -4.052349
H 5.941601 2.418504 1.780334
H -4.890972 -0.276054 -3.502705
H -2.544177 -1.067599 4.174962
H 3.941770 -1.597798 0.091132
H -4.213342 0.553339 -5.698410
H -2.862012 1.429464 0.627763
H -2.293792 1.651052 2.319006
H -0.295537 4.076584 0.362107
H -1.558971 2.398216 1.050769
H -3.533444 3.028026 3.538356
H -2.066775 -4.307373 -2.564224
H -2.131964 -4.801431 6.783184
H -3.706104 -0.681308 -2.337535
H 4.576946 3.025574 2.624696
H -0.125052 -1.061646 1.455934
H -6.509084 -3.819184 0.544766
H -3.160533 4.044825 -0.547495
H 4.250086 -3.161171 4.167369

Forces on the atoms, in the same order (eV/Å):
O 1.271 2.585 -1.776
O -1.420 -1.431 1.057
O 0.029 -0.815 0.633
O 1.002 0.829 -0.726
O 0.324 1.079 3.828
O -0.198 0.917 -1.560
O 1.352 0.099 0.259
O 0.912 -1.764 0.604
O -1.099 0.701 0.824
O -1.214 0.461 0.705
O -1.374 -2.026 -1.246
O -2.796 -4.090 -2.844
O 0.327 0.091 0.264
N 0.047 -1.172 0.350
N -0.518 0.457 -0.126
N -0.185 -0.658 -1.196
N 0.377 -0.065 0.315
N 3.246 0.903 0.679
N 0.078 2.765 1.225
N -1.320 -2.024 0.590
C -2.595 2.198 -0.393
C 1.233 -1.442 -0.343
C 0.535 -0.196 0.157
C -0.557 -0.748 0.443
C 1.177 -0.053 0.091
C -0.116 -0.250 0.857
C -1.102 1.337 0.582
C 0.513 -0.701 0.268
C -1.183 0.536 -0.661
C 2.412 2.407 3.203
C -0.675 -0.260 -1.990
C 0.076 1.020 -0.162
C -1.536 -0.858 -1.703
C -0.360 1.281 -1.981
C -2.003 -0.902 -0.322
C 0.406 0.355 -0.554
C 0.207 -0.382 0.494
C -0.234 -2.907 -4.389
C -0.438 -0.394 1.039
C -0.982 -1.062 0.755
C 1.089 1.432 1.515
C 0.114 0.949 0.279
C 0.124 -0.230 -1.624
C 0.750 1.437 -0.226
C 1.227 -0.464 1.352
C -1.601 0.209 -0.359
C 0.844 -2.051 1.698
C 0.860 -0.323 -0.895
C 0.364 -0.260 0.857
C 2.147 -0.464 0.521
C 0.399 0.315 -0.672
H 0.242 0.295 -0.290
H -0.316 -0.049 0.026
H -0.392 -0.102 -0.374
H -0.412 -0.592 0.318
H 0.004 0.010 -0.113
H 0.602 0.016 0.390
H 0.214 -0.612 0.174
H -0.242 0.073 0.374
H 0.075 -0.097 0.029
H 0.274 -0.069 -0.399
H -0.003 0.236 0.180
H -0.117 -0.033 0.030
H -0.491 1.093 0.288
H -0.172 0.258 0.366
H -0.511 0.501 0.149
H 0.085 0.048 0.130
H -0.228 -0.283 -0.145
H 0.136 0.242 0.296
H 0.186 0.244 -0.044
H 0.567 0.047 -0.192
H 0.255 0.609 0.283
H 0.352 -0.002 0.637
H 0.635 -0.236 0.819
H 0.204 0.251 0.795
H 0.087 -0.171 0.245
H -0.066 0.801 0.163
H 0.241 -0.115 0.090
H -0.073 -0.487 -0.367
H -0.281 0.189 -0.995
H -0.257 0.342 -0.499
H -0.157 -0.052 -0.052
H -0.488 0.022 0.426
H 0.118 -0.927 -0.720
H 0.191 -0.184 -0.425
H 0.146 0.267 0.314
H 0.699 0.272 0.206
H -0.125 0.175 -0.047
H 0.931 0.071 0.104
H 0.183 0.280 0.117
H -0.551 0.018 0.251
H 0.484 -0.161 0.280
H -0.044 0.491 -0.264
H -0.373 -0.030 0.291
H -0.221 -0.151 -0.110
H -0.296 0.373 -0.376
H 0.098 -0.034 -0.019
H 0.241 0.478 -0.436
H -0.105 -0.182 -0.228
H 0.085 0.009 -0.249
H -0.514 0.014 0.404
H -0.029 -0.067 -0.677
H -0.116 0.000 -0.369
H -0.024 -0.036 -0.117
H -0.329 -0.394 0.401
H -0.306 -0.349 -0.393
H -0.445 -0.185 0.232
H -0.915 0.062 0.302
H 0.095 -0.018 -0.393
H 0.106 0.658 -0.303
H 0.116 0.201 0.069
H -0.278 -0.413 0.253
H 0.092 -0.123 -0.155
H 0.722 0.300 -0.154
H -0.505 -0.012 -0.342
H -0.024 0.178 -0.037
H 0.214 0.798 0.253
H 0.232 -0.333 0.265
H 0.559 0.203 -0.356

Atom charges from the Löwdin analysis, given in e for atoms 1 to 99: 0.003 0.003 -0.019 -0.021 -0.017 -0.035 -0.025 -0.003 -0.017 0.013 0.075 0.026 -0.126 -0.167 -0.190 -0.172 -0.163 -0.193 -0.198 -0.154 -0.324 -0.290 -0.070 -0.028 -0.080 -0.244 -0.068 -0.045 -0.033 -0.409 -0.008 -0.049 -0.060 -0.330 -0.773 -0.052 0.020 -0.321 -0.015 -0.049 -0.487 -0.064 -0.058 -0.326 -0.023 -0.328 -0.296 -0.065 -0.074 -0.333 -0.026 0.077 0.082 0.115 0.086 0.111 0.082 0.079 0.077 0.126 0.057 0.076 0.062 0.076 0.073 0.076 0.085 0.083 0.075 0.072 0.077 0.078 0.078 0.085 0.091 0.082 0.072 0.083 0.057 0.082 0.074 0.128 0.071 0.120 0.085 0.083 0.068 0.124 0.107 0.123 0.077 0.078 0.081 0.076 0.077 0.072 0.083 0.122 0.078

2.
Computed, not measured: a gas-phase ion, C5H12NS (charge +1) in a non-equilibrium geometry, with the ωB97M-V functional and the def2-TZVPD basis.

Properties
**LUMO**: -3.3789 eV
**Molar mass**: 118.2 g/mol
**Net charge**: +1
**Gap between HOMO and LUMO**: 0.3627 Ha
**SMILES string**: CC1(C)CSC[NH2+]1

Positions of all 19 atoms, in Å:
S 2.584814 -0.438625 -0.014767
N 0.428572 1.025715 0.543787
C 1.800417 1.230253 0.047487
C -0.122582 -0.291638 0.018827
C -1.404100 -0.606095 0.775649
C -0.370805 -0.159408 -1.475368
C 0.992018 -1.280465 0.330601
H 0.439382 0.971511 1.569594
H -0.183852 1.804113 0.274577
H -1.778891 -1.578687 0.469225
H 2.378016 1.874812 0.709307
H 0.555613 -0.051256 -2.032673
H -1.241029 -0.641932 1.850805
H 1.786410 1.656980 -0.955920
H -1.023030 0.682997 -1.695167
H -2.177825 0.126858 0.558590
H 0.982793 -1.591177 1.375852
H -0.865013 -1.056770 -1.837762
H 0.940229 -2.164543 -0.299684

Forces on the atoms, in the same order (eV/Å):
S -0.453 0.324 0.127
N -0.245 0.153 0.296
C 1.166 -0.348 -0.405
C -0.334 -0.527 -0.153
C 0.071 0.101 -0.035
C 0.110 0.089 0.025
C 0.519 0.119 0.101
H -0.032 0.098 -0.194
H 0.072 -0.133 0.098
H 0.009 -0.067 -0.050
H -0.258 0.027 0.007
H 0.092 0.028 -0.061
H 0.033 -0.002 0.139
H -0.237 0.035 0.173
H -0.103 0.103 -0.030
H -0.104 0.071 -0.020
H -0.109 -0.015 -0.037
H -0.039 -0.068 0.045
H -0.157 0.011 -0.029

Listed below, in e, are the natural (NBO) charges computed for each atom: 0.254 -0.520 -0.367 0.142 -0.635 -0.649 -0.547 0.440 0.447 0.259 0.255 0.238 0.224 0.240 0.226 0.233 0.236 0.258 0.268

3.
Computed, not measured: a molecular structure, C4H8O, with the ωB97M-V functional and the def2-TZVPD basis.

Properties
**LUMO**: 0.8985 eV
**Molar mass**: 72.1 g/mol
**Net charge**: 0
**Gap between HOMO and LUMO**: 0.2969 Ha

Positions of all 13 atoms, in Å:
O -0.310424 0.328344 -1.135891
C -0.131251 1.877366 -0.270035
C 0.184848 -0.042407 0.306922
C -0.637599 -1.196964 0.789484
C 0.767587 -1.428480 0.294463
H -0.933145 1.959058 0.451507
H -0.385540 2.423232 -1.197160
H 0.488297 0.307209 -1.688256
H -1.439217 -1.555749 0.146708
H -0.856513 -1.258345 1.854074
H 1.565479 -1.666986 0.994286
H 0.828508 2.188675 0.122311
H 0.858971 -1.934953 -0.668412

Forces on the atoms, in the same order (eV/Å):
O 0.214 -0.146 -0.131
C -0.078 0.434 0.049
C -0.086 -0.261 -0.155
C -0.165 0.039 0.072
C 0.170 -0.035 -0.006
H 0.148 0.018 -0.020
H 0.087 -0.285 0.195
H -0.179 -0.031 0.055
H 0.117 0.079 0.081
H 0.081 0.025 -0.196
H -0.152 0.078 -0.109
H -0.139 -0.036 0.008
H -0.017 0.120 0.157

Listed below, in e, are the natural (NBO) charges computed for each atom: -0.654 -0.288 -0.027 -0.486 -0.487 0.225 0.165 0.483 0.215 0.215 0.218 0.217 0.204

Record order is preserved below.
Energy: -70297.618; -17698.687; -6318.726 eV